Record 1
This record from the Open Molecules 2025 dataset describes a structure of composition C37H55Br20NO8S in a non-equilibrium geometry. The level of theory is ωB97M-V with the def2-TZVPD basis set.

Geometry (Å):
N -0.535 -6.585 -3.500
C -1.289 -6.259 -2.680
O -1.956 -5.744 -1.584
C -1.414 -4.421 -1.355
C 0.081 -4.250 -1.231
C 0.705 -2.898 -0.963
C -0.157 -1.693 -0.846
C -1.654 -1.881 -1.014
C -2.280 -3.212 -1.248
C -2.520 -0.563 -0.930
O -3.564 -0.494 -1.561
C -1.948 0.628 -0.051
C -3.049 1.550 0.597
C -3.962 2.326 -0.457
C -5.424 1.714 -0.424
S -6.491 2.245 -1.828
O -7.350 1.107 -2.197
O -5.695 2.699 -3.033
O -7.521 3.427 -1.264
C -0.576 0.814 0.104
C -0.061 2.040 0.946
C 1.461 1.967 1.393
O 2.172 3.114 0.836
C 2.755 2.803 -0.400
O 2.284 3.146 -1.467
C 0.380 -0.227 -0.600
O 1.504 0.027 -1.009
H 0.736 -5.188 -1.326
H 1.820 -2.836 -0.885
H -3.406 -3.261 -1.333
H -2.656 2.292 1.342
H -3.736 0.852 1.186
H -4.050 3.401 -0.084
H -3.502 2.397 -1.483
H -5.465 0.588 -0.342
H -5.919 2.105 0.528
H -6.936 4.171 -0.984
H -0.671 2.210 1.891
H -0.190 2.973 0.310
H 1.501 2.124 2.521
H 1.972 0.983 1.201
H 3.685 2.159 -0.427
Br -6.545 -2.108 -1.514
C -6.617 -3.990 -2.010
C -6.720 -4.876 -0.794
Br -5.000 -5.051 0.107
H -5.735 -4.192 -2.616
H -7.508 -4.085 -2.630
H -6.993 -5.891 -1.083
H -7.430 -4.511 -0.054
Br 0.502 -6.942 -0.347
C 2.214 -7.291 0.521
C 3.166 -7.994 -0.412
Br 2.720 -9.883 -0.584
H 2.001 -7.857 1.427
H 2.598 -6.308 0.794
H 4.179 -7.976 -0.011
H 3.171 -7.576 -1.418
Br 6.308 6.059 -0.180
C 4.507 6.147 -0.923
C 4.341 7.350 -1.816
Br 4.130 8.982 -0.773
H 3.816 6.137 -0.082
H 4.390 5.227 -1.495
H 3.427 7.268 -2.404
H 5.185 7.508 -2.486
Br 9.614 6.159 0.576
C 10.152 7.382 1.993
C 10.002 6.746 3.351
Br 8.137 6.709 3.914
H 9.558 8.287 1.874
H 11.198 7.610 1.789
H 10.516 7.336 4.110
H 10.365 5.720 3.388
Br 0.876 -9.818 4.156
C -0.929 -9.806 3.419
C -1.146 -8.610 2.528
Br -1.424 -6.990 3.574
H -1.617 -9.847 4.262
H -1.007 -10.731 2.846
H -2.057 -8.728 1.941
H -0.311 -8.415 1.856
Br 2.901 12.460 -3.081
C 4.742 12.553 -2.451
C 5.710 12.664 -3.601
Br 5.963 10.944 -4.483
H 4.910 11.674 -1.831
H 4.784 13.446 -1.827
H 6.700 12.947 -3.243
H 5.390 13.368 -4.366
Br -0.974 -7.847 7.270
C -0.435 -9.219 8.543
C -0.450 -10.587 7.910
Br -2.267 -11.271 7.745
H -1.098 -9.134 9.402
H 0.578 -8.946 8.843
H 0.069 -11.308 8.543
H -0.012 -10.604 6.914
Br -6.154 4.467 -3.165
C -6.200 5.707 -4.720
C -5.948 7.145 -4.319
Br -7.529 7.937 -3.497
H -7.165 5.562 -5.206
H -5.407 5.351 -5.378
H -5.745 7.766 -5.196
H -5.132 7.255 -3.608
Br 2.984 1.625 5.534
C 1.553 2.778 6.181
C 0.272 2.005 6.371
Br -0.602 1.655 4.665
H 1.459 3.597 5.470
H 1.910 3.168 7.134
H -0.447 2.590 6.945
H 0.418 1.041 6.856
Br -0.431 -2.754 -6.308
C 0.053 -4.254 -7.454
C 0.332 -5.494 -6.644
Br 2.083 -5.408 -5.797
H 0.902 -3.933 -8.055
H -0.810 -4.406 -8.103
H 0.371 -6.373 -7.287
H -0.395 -5.663 -5.851

Output
Energy: -1468804.7523 eV
E_LUMO: -0.0464 Ha

Löwdin population analysis, charges in e, atoms 1 to 99: number 1, N, carries 0.198; number 2, C, carries -0.323; number 3, O, carries -0.061; number 4, C, carries -0.190; number 5, C, carries -0.064; number 6, C, carries 0.032; number 7, C, carries -0.036; number 8, C, carries -0.028; number 9, C, carries 0.061; number 10, C, carries -0.240; number 11, O, carries 0.058; number 12, C, carries -0.057; number 13, C, carries -0.116; number 14, C, carries -0.191; number 15, C, carries -0.219; number 16, S, carries 0.656; number 17, O, carries -0.337; number 18, O, carries -0.707; number 19, O, carries -0.287; number 20, C, carries -0.035; number 21, C, carries -0.091; number 22, C, carries -0.167; number 23, O, carries -0.089; number 24, C, carries -0.309; number 25, O, carries 0.073; number 26, C, carries -0.241; number 27, O, carries 0.087; number 28, H, carries -0.033; number 29, H, carries 0.112; number 30, H, carries 0.061; number 31, H, carries 0.104; number 32, H, carries 0.134; number 33, H, carries 0.122; number 34, H, carries 0.125; number 35, H, carries 0.082; number 36, H, carries 0.122; number 37, H, carries 0.038; number 38, H, carries 0.053; number 39, H, carries 0.147; number 40, H, carries 0.083; number 41, H, carries 0.128; number 42, H, carries 0.163; number 43, Br, carries 0.692; number 44, C, carries -0.681; number 45, C, carries -0.677; number 46, Br, carries 0.665; number 47, H, carries 0.052; number 48, H, carries 0.059; number 49, H, carries 0.057; number 50, H, carries 0.051; number 51, Br, carries 0.895; number 52, C, carries -0.599; number 53, C, carries -0.680; number 54, Br, carries 0.615; number 55, H, carries 0.036; number 56, H, carries 0.071; number 57, H, carries 0.061; number 58, H, carries 0.056; number 59, Br, carries 0.582; number 60, C, carries -0.698; number 61, C, carries -0.678; number 62, Br, carries 0.624; number 63, H, carries 0.051; number 64, H, carries 0.046; number 65, H, carries 0.062; number 66, H, carries 0.052; number 67, Br, carries 0.581; number 68, C, carries -0.685; number 69, C, carries -0.700; number 70, Br, carries 0.600; number 71, H, carries 0.054; number 72, H, carries 0.056; number 73, H, carries 0.056; number 74, H, carries 0.050; number 75, Br, carries 0.611; number 76, C, carries -0.666; number 77, C, carries -0.697; number 78, Br, carries 0.589; number 79, H, carries 0.047; number 80, H, carries 0.062; number 81, H, carries 0.065; number 82, H, carries -0.023; number 83, Br, carries 0.591; number 84, C, carries -0.705; number 85, C, carries -0.696; number 86, Br, carries 0.593; number 87, H, carries -0.004; number 88, H, carries 0.058; number 89, H, carries 0.057; number 90, H, carries 0.050; number 91, Br, carries 0.586; number 92, C, carries -0.689; number 93, C, carries -0.698; number 94, Br, carries 0.595; number 95, H, carries 0.050; number 96, H, carries 0.058; number 97, H, carries 0.058; number 98, H, carries -0.002; number 99, Br, carries 1.030

---

Record 2
This record from the Open Molecules 2025 dataset describes the molecule C4H4OS in a non-equilibrium geometry. The level of theory is ωB97M-V with the def2-TZVPD basis set.

Geometry (Å):
C 0.906 1.087 -0.015
C 0.045 0.076 -0.015
C 0.579 -1.329 -0.014
O 1.768 -1.563 -0.009
C -1.427 0.301 -0.011
S -2.591 -0.807 -0.009
H 0.561 2.083 0.011
H 1.935 0.934 0.025
H -0.150 -2.129 0.030
H -1.625 1.347 0.006

Output
ΔE to the lowest compared entry with this formula, charge and spin: 134.75 kJ/mol
Structure (SMILES): C=C(C=O)C=S
Energy: -17093.7486 eV
E_LUMO: -0.0412 Ha

How is the electron density shared among the atoms? According to Löwdin, the charges in e are: number 1, C, carries 0.132; number 2, C, carries -0.316; number 3, C, carries -0.229; number 4, O, carries 0.053; number 5, C, carries -0.632; number 6, S, carries 0.729; number 7, H, carries 0.070; number 8, H, carries 0.066; number 9, H, carries 0.086; number 10, H, carries 0.040

---

Record 3
This record from the Open Molecules 2025 dataset describes a structure of composition C3H8BrF2NO9S3V in a non-equilibrium geometry. The level of theory is ωB97M-V with the def2-TZVPD basis set.

Geometry (Å):
O 1.282 0.847 0.263
V 2.035 -0.480 -0.149
O 1.849 -0.719 -1.707
N 3.912 -0.080 0.660
S 4.197 -0.422 2.279
O 4.807 0.582 3.077
O 4.435 -1.791 2.492
F 2.653 -0.252 2.644
S 5.328 0.589 0.297
O 6.449 -0.197 0.677
O 5.372 2.002 0.394
F 5.242 0.355 -1.278
Br 1.528 -2.934 0.774
O -2.316 1.224 1.718
S -2.198 0.660 0.419
O -1.297 -0.372 0.092
O -3.683 0.176 0.036
C -3.806 -0.534 -1.203
C -5.033 -1.406 -1.138
C -1.991 2.000 -0.730
H -2.973 -1.187 -1.461
H -3.892 0.219 -1.993
H -5.933 -0.866 -0.833
H -4.904 -2.185 -0.385
H -5.272 -1.882 -2.089
H -1.838 1.597 -1.730
H -1.047 2.482 -0.485
H -2.906 2.576 -0.639

Output
Energy: -156832.0559 eV
E_LUMO: 0.0748 Ha
Net charge: -1

How is the electron density shared among the atoms? According to Löwdin, the charges in e are: number 1, O, carries -0.368; number 2, V, carries 0.585; number 3, O, carries -0.388; number 4, N, carries -0.368; number 5, S, carries 0.506; number 6, O, carries -0.234; number 7, O, carries -0.248; number 8, F, carries -0.209; number 9, S, carries 0.486; number 10, O, carries -0.249; number 11, O, carries -0.242; number 12, F, carries -0.180; number 13, Br, carries -0.058; number 14, O, carries -0.257; number 15, S, carries 0.555; number 16, O, carries -0.282; number 17, O, carries -0.251; number 18, C, carries -0.290; number 19, C, carries -0.077; number 20, C, carries -0.115; number 21, H, carries 0.121; number 22, H, carries 0.116; number 23, H, carries 0.076; number 24, H, carries 0.083; number 25, H, carries 0.078; number 26, H, carries 0.070; number 27, H, carries 0.070; number 28, H, carries 0.070

---

Record 4
This record from the Open Molecules 2025 dataset describes a structure of composition C5H20FeN10O9P in a non-equilibrium geometry. The level of theory is ωB97M-V with the def2-TZVPD basis set.

Geometry (Å):
Fe -21.083 22.064 5.749
P -20.234 20.226 6.954
O -21.126 19.924 5.665
O -21.161 21.233 7.722
O -19.241 21.281 6.301
O -19.660 19.064 7.668
C -24.433 22.047 5.779
O -23.278 22.402 5.637
N -24.707 20.746 6.065
N -25.484 22.926 5.740
H -23.874 20.216 6.287
H -25.619 20.384 6.263
H -26.413 22.552 5.798
H -25.364 23.890 5.505
C -23.995 21.445 9.464
O -25.062 21.613 10.060
N -23.283 20.267 9.498
N -23.392 22.425 8.724
H -23.792 19.461 9.801
H -22.454 20.240 8.904
H -23.971 23.147 8.337
H -22.591 22.111 8.163
C -17.326 23.532 4.726
O -16.841 24.274 3.866
N -17.843 23.999 5.916
N -17.406 22.183 4.624
H -17.922 24.986 6.047
H -18.331 23.317 6.483
H -18.056 21.700 5.290
H -17.243 21.773 3.725
C -21.303 25.032 7.009
O -21.193 24.117 6.214
N -21.086 24.875 8.339
N -21.709 26.282 6.575
H -21.000 23.939 8.705
H -21.176 25.659 8.957
H -21.561 27.124 7.096
H -21.782 26.312 5.574
C -20.216 21.261 2.887
O -20.502 22.033 3.793
N -19.378 21.609 1.865
N -20.712 19.995 2.906
H -19.084 20.939 1.180
H -19.051 22.554 1.779
H -21.036 19.659 3.811
H -20.410 19.297 2.251

Output
2S+1: 5
ΔE to the lowest compared entry with this formula, charge and spin: 0.00 kJ/mol
Energy: -82526.4193 eV
E_LUMO (alpha / beta): 0.0846 / 0.0846 Ha
Net charge: -1

How is the electron density shared among the atoms? According to Löwdin, the charges in e are: number 1, Fe, carries 0.747; number 2, P, carries 0.024; number 3, O, carries -0.446; number 4, O, carries -0.446; number 5, O, carries -0.442; number 6, O, carries -0.359; number 7, C, carries -0.645; number 8, O, carries -0.004; number 9, N, carries 0.194; number 10, N, carries 0.167; number 11, H, carries 0.108; number 12, H, carries 0.099; number 13, H, carries 0.092; number 14, H, carries 0.100; number 15, C, carries -0.687; number 16, O, carries -0.040; number 17, N, carries 0.156; number 18, N, carries 0.139; number 19, H, carries 0.089; number 20, H, carries 0.065; number 21, H, carries 0.084; number 22, H, carries 0.020; number 23, C, carries -0.696; number 24, O, carries -0.051; number 25, N, carries 0.149; number 26, N, carries 0.142; number 27, H, carries 0.082; number 28, H, carries 0.068; number 29, H, carries 0.036; number 30, H, carries 0.079; number 31, C, carries -0.621; number 32, O, carries -0.006; number 33, N, carries 0.193; number 34, N, carries 0.157; number 35, H, carries 0.107; number 36, H, carries 0.098; number 37, H, carries 0.088; number 38, H, carries 0.102; number 39, C, carries -0.616; number 40, O, carries -0.023; number 41, N, carries 0.168; number 42, N, carries 0.175; number 43, H, carries 0.092; number 44, H, carries 0.106; number 45, H, carries 0.063; number 46, H, carries 0.092

---

Record 5
This record from the Open Molecules 2025 dataset describes a structure of composition H6InO7P in a non-equilibrium geometry. The level of theory is ωB97M-V with the def2-TZVPD basis set.

Geometry (Å):
In 0.004 1.236 -1.253
P -2.405 0.038 1.172
O -0.886 -0.304 1.206
O -3.180 -1.257 0.787
O -2.595 0.930 -0.148
O -3.038 0.578 2.475
O 1.152 -0.787 -3.054
H 2.024 -0.755 -2.660
H 1.146 -1.600 -3.558
O 1.592 2.022 1.160
H 2.425 2.477 1.289
H 1.224 1.941 2.040
O 1.081 -1.265 -0.017
H 1.147 -2.217 0.058
H 0.309 -1.037 0.501

Output
ΔE to the lowest compared entry with this formula, charge and spin: 0.00 kJ/mol
Energy: -28889.9986 eV
E_LUMO: -0.1705 Ha

How is the electron density shared among the atoms? According to Löwdin, the charges in e are: number 1, In, carries 1.091; number 2, P, carries 0.065; number 3, O, carries -0.381; number 4, O, carries -0.047; number 5, O, carries -0.272; number 6, O, carries -0.178; number 7, O, carries -0.150; number 8, H, carries 0.027; number 9, H, carries 0.049; number 10, O, carries -0.124; number 11, H, carries 0.044; number 12, H, carries 0.049; number 13, O, carries -0.133; number 14, H, carries 0.043; number 15, H, carries -0.081